This record from the OMol25 dataset describes a structure of composition C39H36F6MoN4O5S5. The level of theory is ωB97M-V with the def2-TZVPD basis set.

- Multiplicity: 3
- Net charge: +2
- Electronic energy: -4760.87656 hartree

Last column: Löwdin spin population.
Atoms and positions in Å:
Mo1 0.860 -0.855 -0.939  1.787
S1 0.611 -1.037 -4.290  0.003
S2 -1.440 0.058 -1.169  -0.035
S3 -0.354 -4.035 -2.413  0.011
S4 2.767 -2.302 -3.084  0.002
S5 -0.045 -1.056 1.387  -0.018
F1 0.300 1.242 -5.470  0.000
F2 2.304 0.901 -4.729  0.000
F3 1.614 -0.149 -6.496  0.000
F4 4.562 -2.971 -4.816  0.000
F5 4.449 -0.839 -4.447  0.000
F6 5.337 -2.146 -2.965  0.000
O1 0.400 -0.359 -2.984  0.012
O2 2.777 -3.609 -2.526  0.000
O3 2.682 -1.166 -2.124  0.014
O4 -0.569 -1.510 -4.924  0.002
O5 -0.059 -2.764 -1.605  0.062
N1 2.481 -1.256 0.449  0.001
N2 1.728 -2.128 -4.249  0.000
N3 -1.523 0.731 2.668  0.017
N4 -3.262 0.969 0.516  0.027
C1 -2.085 0.433 0.334  0.007
C2 1.981 -3.615 0.705  0.005
C3 -3.758 1.245 1.871  0.002
C4 2.825 -2.511 0.916  0.005
C5 2.774 1.088 0.195  0.027
C6 4.369 -3.979 2.106  0.000
C7 -4.332 2.839 -0.645  0.001
C8 3.545 -5.044 1.879  0.001
C9 -3.355 5.019 -0.931  0.000
C10 2.944 3.466 -0.103  0.035
C11 1.125 2.248 -1.110  0.031
C12 4.021 -2.692 1.638  0.002
C13 -1.251 0.111 1.552  0.007
C14 4.404 -2.040 -3.897  -0.001
C15 -0.116 2.016 4.200  0.001
C16 0.721 2.651 3.283  0.000
C17 -0.964 -5.240 -1.204  0.003
C18 4.835 -1.565 1.881  0.002
C19 -0.436 2.645 5.395  0.000
C20 1.261 0.345 -5.325  -0.001
C21 -2.008 -3.759 -3.116  0.003
C22 4.454 -0.337 1.438  0.002
C23 -2.618 1.715 2.728  0.001
C24 -5.573 3.424 -0.434  0.000
C25 0.907 4.534 4.768  0.000
C26 -4.175 1.343 -0.590  0.000
C27 -2.477 -5.081 -1.125  0.000
C28 1.600 1.051 -0.575  -0.020
C29 -4.600 5.602 -0.720  0.000
C30 -5.707 4.806 -0.475  0.000
C31 3.442 2.288 0.430  -0.005
C32 -2.918 -4.853 -2.567  0.000
C33 3.254 -0.199 0.713  0.004
C34 2.340 -4.849 1.178  0.002
C35 0.079 3.902 5.681  0.000
C36 1.227 3.908 3.568  0.000
C37 -3.222 3.642 -0.898  0.000
C38 1.788 3.444 -0.872  -0.007
C39 -0.678 0.655 3.885  0.000
H1 -2.237 2.684 2.399  0.000
H2 -2.924 1.805 3.768  0.000
H3 -0.676 -6.217 -1.595  0.000
H4 1.063 -3.488 0.154  0.003
H5 3.809 -6.028 2.238  0.000
H6 5.759 -1.690 2.431  0.000
H7 -6.442 2.803 -0.249  0.000
H8 -0.418 -5.060 -0.278  0.000
H9 1.689 -5.697 1.005  0.000
H10 -3.963 -4.557 -2.652  0.000
H11 -1.925 -3.714 -4.198  0.000
H12 -1.320 0.296 4.690  0.000
H13 -2.253 3.188 -1.082  0.000
H14 -2.281 -2.771 -2.739  0.000
H15 -4.508 2.030 1.788  0.000
H16 0.095 -0.088 3.708  -0.001
H17 -1.079 2.149 6.113  0.000
H18 -2.796 -5.772 -3.144  0.000
H19 1.307 5.513 4.990  0.000
H20 -0.166 4.385 6.617  0.000
H21 -2.733 -4.219 -0.504  0.000
H22 0.248 2.253 -1.747  0.001
H23 -6.677 5.259 -0.319  0.000
H24 1.410 4.364 -1.300  -0.001
H25 1.877 4.398 2.857  0.000
H26 -4.704 6.678 -0.754  0.000
H27 -2.495 5.642 -1.135  0.000
H28 5.297 -4.100 2.650  0.000
H29 -2.939 -5.961 -0.680  0.000
H30 -4.232 0.342 2.264  0.001
H31 -3.766 0.937 -1.512  -0.001
H32 -5.127 0.850 -0.390  0.001
H33 4.350 2.321 1.016  -0.001
H34 3.466 4.398 0.069  0.002
H35 0.983 2.165 2.347  0.000
H36 5.069 0.529 1.625  0.000



This record from the OMol25 dataset describes a cluster of 2 separate species, C2H6N2O3 in total. The level of theory is ωB97M-V with the def2-TZVPD basis set.

- Multiplicity: 1
- SMILES: O=[N+]([O-])O.[H]/N=C\C
- Electronic energy: -414.86571 hartree

Last column: natural (NBO) charge in e.
Atoms and positions in Å:
O1 1.767 -1.176 -2.665  -0.386
O2 1.408 -2.961 -1.530  -0.595
O3 2.753 -3.030 -3.088  -0.348
N1 -0.374 -1.294 -0.144  -0.673
N2 2.016 -2.304 -2.554  0.759
C1 0.404 -0.271 0.137  0.184
C2 -0.126 1.196 0.204  -0.674
H1 0.313 1.700 -0.594  0.238
H2 1.342 -0.647 0.240  0.182
H3 0.116 1.678 1.178  0.231
H4 -1.215 1.163 0.217  0.220
H5 -1.370 -1.043 -0.114  0.346
H6 0.713 -2.475 -0.961  0.516



This record from the OMol25 dataset describes the molecule C6H10O5. The level of theory is ωB97M-V with the def2-TZVPD basis set.

- Multiplicity: 1
- Electronic energy: -610.63731 hartree

Last column: natural (NBO) charge in e.
Atoms and positions in Å:
O1 -2.640 1.601 -0.364  -0.688
O2 2.559 0.797 1.563  -0.686
O3 -1.828 0.337 1.445  -0.513
O4 1.569 -1.176 2.079  -0.697
O5 -0.833 2.569 1.619  -0.715
C1 0.174 -1.207 -0.652  -0.389
C2 -1.163 -0.264 -0.970  -0.430
C3 1.676 -0.149 1.179  0.634
C4 -0.748 1.224 1.157  0.339
C5 1.534 -0.573 -0.320  -0.488
C6 -1.593 0.756 0.117  0.382
H1 -1.112 0.389 -1.737  0.210
H2 2.316 1.533 0.959  0.500
H3 -3.120 0.997 -1.000  0.466
H4 -1.960 -1.011 -1.127  0.212
H5 0.480 -1.750 -1.519  0.210
H6 -0.136 -2.010 0.061  0.227
H7 1.633 0.359 -0.929  0.221
H8 -1.383 2.483 2.447  0.483
H9 1.665 -0.881 2.992  0.501
H10 2.311 -1.309 -0.382  0.221



This record from the OMol25 dataset describes a structure of composition C7H14O2. The level of theory is ωB97M-V with the def2-TZVPD basis set.

- Multiplicity: 1
- Electronic energy: -425.43634 hartree

Last column: natural (NBO) charge in e.
Atoms and positions in Å:
O1 -1.725 1.861 0.565  -0.716
O2 -2.576 0.224 -0.767  -0.752
C1 -0.033 -1.423 -0.002  -0.270
C2 -0.130 -0.153 0.307  0.008
C3 -1.133 -2.425 0.179  -0.620
C4 0.992 0.837 0.314  -0.304
C5 2.409 0.643 0.964  -0.593
C6 1.371 0.906 -1.187  -0.605
C7 -2.048 0.538 0.505  0.447
H1 -2.009 -2.117 0.591  0.203
H2 -2.549 -0.043 1.203  0.166
H3 3.088 1.476 0.958  0.216
H4 2.271 0.257 1.926  0.204
H5 1.548 -0.047 -1.668  0.208
H6 0.979 -1.938 -0.261  0.192
H7 -0.724 -3.420 0.635  0.211
H8 2.848 -0.236 0.477  0.195
H9 2.263 1.484 -1.443  0.199
H10 -1.370 -2.850 -0.844  0.210
H11 0.734 1.460 -1.825  0.201
H12 0.539 1.845 0.826  0.231
H13 -2.344 0.740 -1.533  0.488
H14 -2.400 2.381 0.080  0.480



This record from the OMol25 dataset describes a cluster of 2 separate species, C4H4O6S in total. The level of theory is ωB97M-V with the def2-TZVPD basis set.

- Multiplicity: 1
- Net charge: -2
- Electronic energy: -1004.35223 hartree

Last column: natural (NBO) charge in e.
Atoms and positions in Å:
S1 2.335 -1.386 0.259  1.582
O1 2.934 -1.632 -1.055  -1.039
O2 -2.690 0.476 0.827  -0.735
O3 2.875 2.467 -0.171  -0.722
O4 3.745 0.825 1.115  -0.691
O5 1.053 -2.159 0.274  -1.087
O6 -1.463 -1.346 0.938  -0.733
C1 -0.954 0.431 -0.688  -0.674
C2 1.851 0.353 0.403  -0.364
C3 -1.713 -0.130 0.349  0.654
C4 2.858 1.411 0.435  0.668
H1 0.962 0.594 1.011  0.219
H2 -0.185 -0.176 -1.024  0.201
H3 -1.056 1.586 -0.749  0.209
H4 -0.596 -1.587 0.570  0.512